Entry 1:
{"formula": "C27H47AsN2O2PtSi4", "method": "ωB97M-V/def2-TZVPD", "charge": -2, "max_force_ev_per_a": 0.61, "multiplicity": 1, "lumo_energy_ev": 4.6, "e_tot_ha": -4830.2390, "symbols": ["Pt", "O", "C", "C", "C", "C", "C", "C", "C", "N", "N", "C", "O", "C", "C", "C", "C", "C", "C", "H", "H", "H", "H", "H", "H", "H", "H", "H", "H", "C", "Si", "C", "C", "C", "Si", "C", "C", "C", "H", "H", "H", "H", "H", "H", "H", "H", "H", "H", "H", "H", "H", "H", "H", "H", "H", "H", "H", "C", "Si", "C", "C", "As", "Si", "C", "C", "C", "H", "H", "H", "H", "H", "H", "H", "H", "H", "H", "H", "H", "H", "H", "H", "H", "H", "H"], "xyz": [[0.239, 0.000, -0.523], [-0.125, 1.461, -1.851], [0.726, 2.412, -2.072], [0.489, 3.211, -3.223], [1.301, 4.259, -3.576], [2.413, 4.601, -2.798], [2.659, 3.853, -1.668], [1.855, 2.770, -1.275], [2.231, 2.122, -0.033], [1.600, 1.130, 0.467], [2.055, 0.604, 1.668], [1.563, -0.601, 1.819], [0.803, -1.235, 0.999], [1.932, -1.333, 3.069], [1.609, -2.682, 3.191], [1.922, -3.369, 4.354], [2.551, -2.715, 5.403], [2.869, -1.366, 5.287], [2.562, -0.677, 4.125], [-0.372, 2.939, -3.821], [1.073, 4.829, -4.471], [3.057, 5.428, -3.070], [3.505, 4.101, -1.034], [3.081, 2.515, 0.518], [1.107, -3.173, 2.368], [1.664, -4.418, 4.443], [2.785, -3.251, 6.316], [3.350, -0.848, 6.109], [2.793, 0.373, 4.017], [-0.556, 3.613, 1.282], [-1.907, 2.454, 1.961], [-1.607, 2.549, 3.842], [-3.488, 3.513, 1.698], [-2.016, 0.809, 1.239], [-2.636, -0.625, 2.124], [-2.342, -0.629, 4.009], [-1.939, -2.323, 1.635], [-4.530, -0.889, 1.944], [-0.757, 4.634, 1.627], [-0.526, 3.621, 0.190], [0.432, 3.320, 1.640], [-1.313, 3.572, 4.099], [-0.809, 1.877, 4.166], [-2.504, 2.299, 4.415], [-3.413, 4.508, 2.151], [-4.357, 3.000, 2.121], [-3.674, 3.643, 0.627], [-2.534, 0.899, 0.271], [-1.300, -0.424, 4.265], [-2.587, -1.627, 4.389], [-2.965, 0.099, 4.535], [-0.954, -2.473, 2.078], [-1.794, -2.380, 0.557], [-2.605, -3.131, 1.957], [-5.064, 0.018, 2.241], [-4.903, -1.727, 2.544], [-4.783, -1.088, 0.898], [-1.986, -4.069, -3.975], [-1.882, -3.283, -2.247], [-3.661, -2.748, -1.890], [-1.450, -4.700, -1.069], [-0.488, -1.423, -2.451], [1.586, -2.473, -2.560], [2.902, -1.147, -2.853], [1.744, -3.693, -4.014], [2.125, -3.459, -1.041], [-2.703, -4.898, -3.963], [-1.024, -4.450, -4.317], [-2.325, -3.328, -4.703], [-4.345, -3.574, -2.111], [-3.930, -1.901, -2.527], [-3.813, -2.442, -0.856], [-2.275, -5.422, -1.075], [-1.305, -4.344, -0.050], [-0.542, -5.218, -1.386], [2.550, -0.382, -3.548], [3.812, -1.602, -3.259], [3.143, -0.643, -1.915], [1.403, -3.242, -4.948], [1.151, -4.594, -3.842], [2.789, -3.998, -4.138], [2.022, -2.853, -0.142], [3.174, -3.760, -1.154], [1.521, -4.360, -0.910]], "forces_ev_per_a": [[0.347, 0.190, -0.462], [0.129, -0.059, -0.069], [-0.076, 0.116, -0.013], [0.006, -0.011, -0.018], [-0.039, 0.054, -0.073], [0.024, -0.088, 0.088], [-0.017, 0.033, -0.057], [0.120, 0.007, 0.090], [-0.333, 0.078, -0.117], [0.114, -0.209, 0.191], [-0.108, -0.219, -0.114], [0.119, 0.080, 0.134], [-0.039, 0.000, -0.053], [-0.037, 0.038, -0.047], [0.055, 0.083, 0.013], [0.021, 0.011, 0.028], [0.007, -0.022, 0.050], [-0.008, -0.025, -0.016], [-0.035, -0.076, -0.055], [0.002, 0.004, -0.002], [-0.005, -0.011, 0.006], [-0.001, 0.005, -0.001], [0.001, 0.004, 0.000], [0.024, 0.004, 0.066], [0.020, 0.010, -0.012], [0.001, -0.002, 0.005], [0.001, 0.000, -0.005], [0.000, -0.010, 0.009], [-0.004, 0.013, -0.013], [-0.110, 0.011, 0.058], [-0.043, -0.056, -0.100], [-0.008, -0.021, -0.027], [0.051, -0.038, 0.042], [-0.272, 0.200, 0.316], [-0.009, 0.003, 0.115], [-0.093, 0.021, -0.009], [-0.062, 0.080, -0.002], [0.066, 0.034, 0.012], [0.047, 0.012, -0.025], [-0.014, -0.022, -0.026], [0.009, -0.019, 0.014], [-0.010, 0.018, 0.016], [0.009, 0.023, -0.034], [0.021, 0.015, -0.014], [0.005, 0.016, 0.008], [-0.009, 0.005, 0.009], [0.005, -0.009, -0.016], [0.201, -0.090, -0.065], [0.019, -0.018, -0.044], [-0.010, -0.004, 0.025], [0.017, -0.037, -0.006], [-0.077, 0.004, 0.031], [-0.034, 0.032, -0.061], [-0.013, -0.028, -0.022], [-0.013, -0.001, 0.013], [0.012, -0.027, 0.008], [-0.004, 0.015, -0.004], [-0.045, -0.033, 0.084], [0.104, 0.030, -0.042], [0.074, -0.012, -0.017], [-0.095, -0.014, -0.110], [-0.059, -0.042, 0.233], [-0.086, -0.010, 0.068], [-0.033, -0.050, 0.004], [-0.009, 0.020, 0.004], [0.075, -0.010, -0.124], [0.010, -0.002, -0.033], [0.015, -0.006, 0.015], [-0.019, 0.015, 0.003], [-0.011, 0.004, 0.024], [0.015, -0.008, -0.018], [0.048, 0.010, 0.079], [0.036, -0.032, 0.048], [0.006, -0.030, -0.002], [-0.004, 0.010, -0.041], [-0.017, -0.024, -0.028], [0.031, 0.034, 0.017], [-0.006, -0.008, 0.013], [0.008, 0.011, -0.006], [0.003, -0.004, 0.019], [0.009, -0.003, -0.003], [-0.003, 0.041, 0.026], [-0.014, -0.019, 0.034], [0.002, 0.011, -0.014]]}

---

Entry 2:
{"formula": "C27H47AsN3O16P2RbSi3", "method": "ωB97M-V/def2-TZVPD", "charge": -2, "max_force_ev_per_a": 1.94, "multiplicity": 1, "lumo_energy_ev": 3.2, "e_tot_ha": -6236.5001, "symbols": ["Rb", "C", "C", "O", "P", "O", "O", "O", "P", "O", "O", "O", "H", "H", "H", "H", "H", "H", "H", "C", "Si", "C", "C", "As", "Si", "C", "C", "C", "Si", "C", "C", "C", "H", "H", "H", "H", "H", "H", "H", "H", "H", "H", "H", "H", "H", "H", "H", "H", "H", "H", "H", "H", "H", "H", "H", "H", "H", "H", "H", "O", "N", "O", "C", "C", "C", "C", "O", "C", "C", "N", "O", "O", "N", "O", "O", "H", "H", "C", "C", "C", "C", "C", "C", "C", "C", "C", "C", "O", "O", "H", "H", "H", "H", "H", "H", "H", "H", "H", "H", "H"], "xyz": [[0.227, -1.911, 1.162], [1.362, -5.514, 2.807], [0.764, -5.624, 1.401], [0.733, -7.003, 0.994], [-0.988, -5.127, 1.465], [-1.670, -5.378, 0.068], [-1.622, -6.295, 2.364], [-1.209, -3.780, 2.029], [1.885, -4.704, 0.218], [0.910, -4.315, -1.027], [2.814, -5.778, -0.233], [2.311, -3.423, 0.860], [0.836, -6.183, 3.490], [1.300, -4.495, 3.184], [2.414, -5.802, 2.766], [1.506, -7.085, 0.402], [-1.772, -4.563, -0.482], [-1.299, -7.147, 2.034], [0.557, -3.423, -0.891], [2.164, 2.036, -4.318], [1.600, 3.176, -2.939], [-0.047, 3.944, -3.435], [2.861, 4.576, -2.878], [1.155, 1.937, -1.003], [3.270, 1.249, -0.209], [3.114, 0.571, 1.524], [4.540, 2.644, -0.183], [3.906, -0.131, -1.303], [0.461, 3.636, 0.478], [0.989, 3.284, 2.227], [-1.409, 3.645, 0.368], [1.071, 5.377, 0.073], [2.385, 2.626, -5.212], [1.398, 1.300, -4.564], [3.066, 1.487, -4.044], [0.010, 4.374, -4.439], [-0.334, 4.740, -2.743], [-0.839, 3.193, -3.427], [2.890, 5.048, -3.866], [3.863, 4.211, -2.654], [2.606, 5.341, -2.145], [2.962, 1.348, 2.273], [4.041, 0.042, 1.765], [2.300, -0.147, 1.640], [4.145, 3.534, 0.313], [4.843, 2.925, -1.193], [5.434, 2.319, 0.358], [3.385, -1.062, -1.067], [4.970, -0.281, -1.099], [3.779, 0.060, -2.368], [0.746, 2.266, 2.543], [0.449, 3.977, 2.879], [2.059, 3.459, 2.367], [-1.804, 2.649, 0.577], [-1.751, 3.949, -0.625], [-1.835, 4.327, 1.110], [2.161, 5.430, 0.048], [0.720, 6.048, 0.864], [0.684, 5.748, -0.878], [-1.260, -4.370, -7.537], [-0.597, -3.581, -6.879], [0.305, -2.904, -7.349], [-0.884, -3.457, -5.470], [-1.907, -4.214, -4.906], [-2.201, -4.076, -3.581], [-1.475, -3.204, -2.662], [-1.717, -3.120, -1.452], [-0.422, -2.460, -3.352], [-0.146, -2.586, -4.692], [0.440, -1.547, -2.620], [0.339, -1.507, -1.402], [1.230, -0.862, -3.241], [-3.338, -4.869, -3.104], [-3.981, -4.454, -2.165], [-3.621, -5.879, -3.734], [-2.478, -4.900, -5.512], [0.655, -2.009, -5.128], [-5.280, 3.729, 3.002], [-4.114, 2.856, 3.386], [-3.071, 3.346, 4.157], [-1.974, 2.553, 4.493], [-0.920, 3.104, 5.418], [-1.899, 1.247, 4.007], [-2.966, 0.717, 3.272], [-2.982, -0.728, 2.846], [-4.055, 1.529, 2.975], [-0.654, 0.401, 4.279], [-0.378, 0.175, 5.466], [-0.028, 0.039, 3.244], [-5.202, 4.713, 3.467], [-6.230, 3.286, 3.311], [-5.326, 3.874, 1.920], [-3.109, 4.373, 4.513], [-0.926, 4.197, 5.403], [0.075, 2.745, 5.163], [-1.109, 2.767, 6.440], [-2.397, -1.354, 3.518], [-2.575, -0.879, 1.846], [-4.007, -1.104, 2.830], [-4.882, 1.111, 2.405]], "forces_ev_per_a": [[-0.181, 1.712, 0.891], [0.001, 0.012, 0.004], [-0.007, 0.013, 0.002], [0.007, -0.007, 0.015], [-0.054, -0.184, 0.042], [-0.020, 0.024, -0.011], [-0.028, -0.015, -0.040], [-0.452, -0.803, 0.251], [-0.005, -0.137, -0.040], [0.065, -0.054, 0.068], [-0.002, -0.006, -0.010], [0.431, -0.426, -0.087], [-0.003, 0.003, 0.001], [0.001, -0.001, -0.001], [-0.002, -0.005, 0.002], [0.001, 0.003, -0.004], [0.015, -0.005, 0.001], [0.029, 0.005, 0.014], [-0.010, -0.189, -0.360], [-0.022, 0.002, -0.008], [-0.012, 0.003, -0.014], [0.003, 0.009, 0.009], [0.005, 0.002, 0.003], [0.015, -0.037, 0.015], [-0.008, 0.010, 0.018], [-0.013, -0.027, 0.022], [-0.006, -0.001, -0.002], [-0.020, 0.002, -0.007], [0.010, 0.004, -0.075], [0.008, -0.023, 0.066], [-0.015, -0.010, 0.023], [-0.035, 0.014, 0.023], [-0.012, -0.001, -0.001], [0.011, -0.016, 0.017], [0.004, -0.003, 0.004], [0.011, 0.003, 0.004], [-0.017, -0.011, -0.006], [0.000, -0.003, -0.015], [0.004, 0.004, 0.003], [-0.001, -0.006, -0.006], [0.011, -0.016, -0.015], [-0.020, -0.015, 0.010], [0.010, -0.006, -0.008], [0.091, 0.148, 0.010], [0.004, 0.003, 0.003], [0.004, 0.000, 0.008], [-0.006, -0.007, 0.004], [-0.006, 0.004, -0.007], [-0.009, -0.022, -0.002], [0.003, 0.022, -0.012], [-0.008, -0.032, -0.004], [-0.016, 0.012, 0.061], [-0.009, -0.024, -0.005], [0.000, -0.008, 0.016], [0.003, -0.019, 0.011], [-0.012, 0.028, 0.001], [-0.007, -0.008, 0.018], [-0.008, 0.014, -0.011], [0.023, 0.000, 0.011], [-0.037, 0.050, 0.003], [0.108, -0.121, 0.019], [-0.044, 0.039, -0.002], [-0.007, 0.042, -0.010], [-0.030, -0.010, -0.001], [0.057, -0.003, 0.028], [-0.016, 0.039, -0.041], [0.048, -0.142, 0.007], [-0.011, 0.003, 0.016], [-0.005, -0.003, -0.020], [-0.178, -0.088, 0.005], [0.266, 0.159, -0.608], [0.020, 0.042, -0.020], [-0.175, 0.087, -0.164], [0.066, -0.012, 0.059], [0.069, -0.036, 0.089], [0.010, 0.004, 0.004], [0.002, 0.001, 0.001], [-0.006, 0.006, 0.001], [0.008, 0.005, -0.017], [0.027, 0.014, -0.029], [0.007, -0.001, 0.004], [0.008, 0.029, -0.039], [0.006, -0.017, -0.004], [0.006, 0.023, 0.004], [0.015, -0.060, -0.012], [-0.017, -0.006, 0.009], [0.029, -0.062, -0.048], [0.006, 0.004, 0.029], [-0.019, -0.002, -0.089], [-0.003, -0.002, 0.003], [-0.001, -0.002, -0.003], [0.001, 0.001, 0.003], [-0.002, -0.004, 0.002], [-0.006, -0.002, -0.002], [0.021, 0.006, -0.030], [0.013, -0.009, -0.006], [0.001, 0.000, 0.005], [0.021, 0.110, -0.044], [-0.001, -0.007, 0.001], [0.000, -0.001, 0.001]]}

---

Q: Which value of multiplicity does entry 2 give?
A: 1